No. 1
The following is a quantum chemistry calculation of C50H54ClN3O2PRbSb as an isolated structure, from OMol25.

XYZ file:
```
113
Properties=species:S:1:pos:R:3:forces:R:3
Rb -1.100 0.164 -0.141 0.093 -0.354 -0.415
C -5.601 -2.721 -0.010 0.095 0.263 -0.090
O -5.898 -1.339 -0.360 0.020 -0.089 0.028
C -4.706 -0.706 -0.408 -0.065 -0.280 0.049
N -3.651 -1.399 -0.278 0.005 0.202 -0.032
C -4.066 -2.808 -0.147 0.083 0.108 0.056
C -3.394 -3.518 1.003 0.021 -0.017 -0.009
C -3.023 -2.826 2.151 0.007 -0.041 0.040
C -2.454 -3.498 3.223 -0.020 0.006 -0.011
C -2.258 -4.871 3.161 -0.044 -0.033 0.014
C -2.624 -5.568 2.017 0.004 -0.033 0.015
C -3.182 -4.892 0.940 -0.002 -0.026 -0.057
C -4.779 0.756 -0.672 0.016 -0.040 -0.038
C -5.977 1.323 -1.092 -0.020 -0.010 0.021
C -5.991 2.670 -1.412 -0.030 0.031 -0.020
C -4.820 3.400 -1.298 -0.086 0.001 0.069
C -3.681 2.747 -0.841 0.131 0.092 -0.054
N -3.651 1.452 -0.537 -0.121 0.074 -0.113
C -2.407 3.511 -0.716 0.165 0.089 0.053
N -1.249 3.034 -0.504 -0.152 0.069 0.006
C -0.299 4.162 -0.521 -0.059 -0.094 -0.038
C -1.208 5.405 -0.677 -0.161 -0.250 -0.047
O -2.534 4.843 -0.877 0.124 0.065 0.000
C 0.591 4.236 0.697 0.030 0.013 0.021
C 1.831 4.860 0.588 0.038 0.039 -0.009
C 2.631 5.044 1.709 0.010 0.011 0.010
C 2.201 4.591 2.951 0.022 0.012 0.016
C 0.970 3.958 3.063 -0.018 -0.039 0.022
C 0.168 3.780 1.941 -0.055 0.015 0.037
H -6.143 -3.368 -0.692 -0.041 -0.013 -0.044
H -5.934 -2.892 1.010 -0.033 0.021 0.093
H -3.788 -3.316 -1.073 -0.007 -0.020 -0.052
H -3.178 -1.755 2.207 -0.009 -0.027 -0.004
H -2.161 -2.944 4.108 -0.010 -0.027 -0.037
H -1.820 -5.399 4.002 -0.042 0.049 -0.070
H -2.470 -6.640 1.961 -0.013 0.089 0.001
H -3.454 -5.440 0.040 0.024 0.064 0.103
H -6.864 0.711 -1.171 0.028 0.013 0.002
H -6.904 3.144 -1.752 0.059 -0.034 0.017
H -4.778 4.451 -1.547 -0.008 -0.046 0.025
H 0.340 4.041 -1.400 0.007 0.001 -0.027
H -0.966 6.019 -1.539 -0.007 0.030 -0.057
H -1.233 6.019 0.218 -0.028 0.045 0.104
H 2.174 5.213 -0.382 -0.041 -0.042 0.090
H 3.592 5.537 1.611 -0.083 -0.044 0.012
H 2.825 4.726 3.828 -0.062 -0.004 -0.090
H 0.631 3.598 4.031 0.039 0.038 -0.104
H -0.795 3.285 2.036 0.087 0.041 -0.021
Cl -1.554 0.533 2.817 0.014 0.033 0.634
C -0.294 0.805 4.018 -0.113 0.025 -0.083
C -0.707 1.223 5.270 0.006 0.019 0.037
C 0.255 1.486 6.235 -0.037 0.005 0.023
C 1.599 1.320 5.936 0.047 0.007 0.014
C 1.985 0.894 4.673 0.008 -0.023 0.023
C 1.044 0.627 3.678 0.015 0.010 0.103
P 1.503 0.182 1.964 -0.043 0.140 -0.077
C 1.278 -1.628 1.947 0.005 -0.036 -0.037
C 1.148 -2.434 3.075 -0.018 -0.073 -0.031
C 0.964 -3.804 2.936 0.043 0.049 0.026
C 0.912 -4.381 1.676 0.023 -0.042 -0.019
C 1.047 -3.587 0.544 -0.055 0.003 0.006
C 1.221 -2.218 0.683 0.006 -0.091 0.111
C 3.307 0.403 1.948 0.076 -0.042 0.015
C 3.771 1.654 1.541 0.019 0.002 -0.005
C 5.133 1.920 1.508 -0.029 0.026 -0.020
C 6.041 0.929 1.859 0.049 0.004 -0.005
C 5.586 -0.326 2.246 0.000 -0.023 0.008
C 4.223 -0.590 2.293 0.021 -0.018 0.019
H -1.762 1.350 5.481 0.083 -0.017 -0.026
H -0.051 1.824 7.217 0.010 -0.020 -0.027
H 2.352 1.522 6.690 -0.045 -0.013 -0.057
H 3.037 0.775 4.446 -0.011 0.009 0.003
H 1.183 -1.991 4.062 0.011 0.007 0.044
H 0.857 -4.424 3.819 0.013 0.040 -0.048
H 0.759 -5.449 1.575 0.007 0.052 0.003
H 1.001 -4.032 -0.444 0.010 0.024 0.045
H 1.318 -1.601 -0.203 0.056 0.012 -0.061
H 3.060 2.423 1.252 0.040 -0.060 0.014
H 5.486 2.898 1.198 -0.023 -0.073 0.023
H 7.106 1.131 1.823 -0.087 -0.021 0.009
H 6.295 -1.102 2.513 -0.056 0.058 -0.023
H 3.872 -1.572 2.594 0.020 0.064 -0.015
C 1.239 -3.557 -4.366 -0.031 -0.023 0.000
C 1.975 -2.248 -4.080 0.093 -0.068 -0.015
C 3.171 -2.474 -3.152 0.006 -0.006 0.061
Sb 0.636 -0.827 -3.177 -0.025 -0.031 0.008
C 1.839 0.979 -3.260 0.105 0.082 0.027
C 2.916 0.993 -4.342 0.055 -0.036 -0.015
C 2.433 1.283 -1.880 0.046 0.006 -0.041
C -0.698 -0.379 -4.825 -0.059 -0.015 -0.088
C -1.994 -1.183 -4.682 0.002 -0.028 -0.062
C -0.092 -0.546 -6.215 0.016 -0.051 -0.052
H 1.917 -4.291 -4.818 -0.041 0.064 0.033
H 0.394 -3.425 -5.049 0.104 0.006 0.079
H 0.851 -4.001 -3.442 0.030 0.037 -0.064
H 2.320 -1.810 -5.019 0.004 -0.002 -0.003
H 2.852 -2.896 -2.191 0.019 0.037 -0.090
H 3.720 -1.551 -2.938 -0.083 -0.131 -0.030
H 3.878 -3.183 -3.597 -0.050 0.046 0.019
H 1.096 1.748 -3.495 0.006 0.024 -0.003
H 3.673 0.222 -4.168 -0.079 0.087 -0.015
H 3.437 1.957 -4.348 -0.033 -0.047 0.003
H 2.508 0.833 -5.342 0.024 0.018 0.081
H 3.121 0.497 -1.548 -0.031 0.032 -0.041
H 1.669 1.386 -1.104 -0.015 0.004 -0.016
H 3.005 2.219 -1.898 -0.037 -0.062 -0.012
H -0.926 0.681 -4.667 -0.020 -0.005 -0.008
H -1.809 -2.258 -4.785 0.001 0.078 0.001
H -2.711 -0.903 -5.463 0.063 -0.015 0.065
H -2.474 -1.027 -3.712 0.026 0.014 -0.019
H 0.195 -1.584 -6.408 -0.027 0.079 0.025
H 0.795 0.074 -6.365 -0.070 -0.032 0.029
H -0.821 -0.266 -6.984 0.043 -0.014 0.050
```
Forces are in eV/Å.

Its HOMO-LUMO gap is 8.0 eV. Its energy above the lowest of the compared OMol25 structures with the same formula, charge and spin is 0.0 kcal/mol. Its total charge is +1. Its spin multiplicity is 1.

These are the Löwdin partial charges, in e, on atoms 1 to 8: 0.547, -0.040, 0.009, -0.320, 0.104, -0.242, -0.191, -0.038

***

No. 2
The following is a quantum chemistry calculation of C50H54F3N7NaO5P2SSe as an isolated structure, from OMol25.

XYZ file:
```
124
Properties=species:S:1:pos:R:3:forces:R:3
Na 0.498 0.280 0.740 -0.316 0.148 -0.429
C -2.101 0.973 3.245 0.091 0.043 -0.064
C -0.920 1.753 3.839 -0.057 -0.057 0.024
P 0.667 0.608 3.580 -0.193 0.381 0.246
C 0.568 -0.061 5.303 0.096 -0.124 -0.072
C 1.707 -0.186 6.096 0.048 0.013 0.020
C 1.639 -0.686 7.393 -0.001 0.002 0.009
C 0.426 -1.091 7.922 -0.014 -0.014 -0.004
C -0.722 -0.973 7.146 0.013 -0.001 0.022
C -0.653 -0.454 5.865 0.020 0.034 -0.005
C 2.471 -0.368 3.245 -0.021 -0.042 0.008
C 2.195 -1.559 2.584 0.000 -0.048 0.057
C 3.179 -2.388 2.064 0.040 0.043 0.019
C 4.511 -2.018 2.192 0.018 0.002 -0.001
C 4.826 -0.829 2.842 0.004 -0.019 -0.005
C 3.818 -0.021 3.357 -0.002 0.011 -0.020
C -2.414 1.335 1.769 -0.042 -0.041 0.088
P -2.440 -0.225 0.803 -0.382 0.216 0.207
C -3.309 0.127 -0.784 0.033 0.022 0.043
C -2.966 -0.664 -1.878 0.035 -0.010 0.011
C -3.592 -0.496 -3.106 -0.022 0.024 -0.012
C -4.569 0.479 -3.252 0.016 0.009 -0.001
C -4.914 1.281 -2.169 0.017 -0.002 -0.014
C -4.288 1.105 -0.945 0.020 0.025 -0.008
C -3.843 -1.104 1.639 0.058 -0.124 -0.141
C -4.881 -0.452 2.300 0.005 0.000 0.020
C -5.926 -1.167 2.866 -0.006 -0.019 0.011
C -5.955 -2.553 2.780 0.007 0.009 -0.006
C -4.930 -3.216 2.122 -0.010 0.005 0.015
C -3.885 -2.494 1.562 0.044 -0.050 -0.058
H -3.007 1.070 3.851 0.000 0.031 0.013
H -1.852 -0.104 3.278 -0.049 -0.025 0.023
H -1.117 2.063 4.872 -0.003 -0.050 0.028
H -0.731 2.648 3.240 0.014 0.029 -0.022
H 2.666 0.110 5.691 -0.009 -0.005 0.003
H 2.544 -0.762 7.985 0.009 -0.001 -0.002
H 0.371 -1.495 8.926 -0.005 0.008 0.012
H -1.682 -1.281 7.546 -0.005 -0.016 -0.007
H -1.563 -0.358 5.291 -0.027 0.011 0.000
H 1.145 -1.823 2.458 -0.011 -0.039 -0.037
H 2.911 -3.296 1.534 0.002 -0.031 0.013
H 5.297 -2.638 1.776 0.004 0.000 -0.007
H 5.864 -0.526 2.935 0.010 0.007 -0.008
H 4.099 0.912 3.843 0.002 0.008 0.015
H -1.614 1.977 1.364 0.011 -0.007 -0.036
H -3.322 1.937 1.682 -0.036 -0.052 0.027
H -2.175 -1.398 -1.774 0.014 -0.010 -0.010
H -3.298 -1.108 -3.950 0.018 -0.010 -0.007
H -5.051 0.625 -4.211 -0.013 -0.005 -0.007
H -5.667 2.051 -2.283 -0.006 0.020 -0.006
H -4.550 1.749 -0.116 -0.010 -0.003 0.021
H -4.872 0.628 2.381 0.001 0.018 -0.011
H -6.723 -0.639 3.377 -0.001 0.003 0.008
H -6.770 -3.110 3.224 -0.006 -0.004 0.005
H -4.939 -4.297 2.049 -0.001 -0.016 -0.007
H -3.086 -3.015 1.044 -0.006 0.016 0.023
C 0.005 0.989 -8.530 -0.024 -0.027 0.012
C 0.665 2.301 -8.132 0.007 -0.023 0.020
S 1.105 2.432 -6.407 -0.007 -0.051 0.034
O 1.853 1.262 -6.036 0.028 0.063 -0.026
O 1.709 3.739 -6.252 -0.009 0.031 -0.010
C -0.455 2.486 -5.537 0.040 -0.044 -0.046
C -1.084 1.143 -5.173 0.011 -0.005 -0.024
N -0.379 0.441 -4.125 -0.161 -0.053 0.054
C -0.337 0.839 -2.807 -0.011 0.169 -0.055
N 0.341 -0.003 -2.073 0.122 0.026 0.148
C 0.787 -0.988 -2.930 -0.215 -0.153 0.132
C 0.314 -0.761 -4.198 0.132 0.079 -0.107
N 0.467 -1.547 -5.316 -0.090 0.125 0.114
O -0.213 -1.291 -6.390 -0.112 0.078 -0.192
O 1.194 -2.586 -5.199 0.173 -0.259 0.033
C -0.952 2.103 -2.323 -0.088 -0.067 0.099
H 0.173 0.798 -9.590 -0.028 0.016 -0.025
H -1.071 1.020 -8.361 -0.024 0.010 0.007
H 0.388 0.144 -7.953 0.045 -0.016 0.018
H 0.052 3.178 -8.342 0.041 0.037 -0.065
H 1.634 2.445 -8.615 -0.001 -0.031 -0.006
H -1.122 3.046 -6.197 -0.037 0.071 0.053
H -0.250 3.103 -4.662 0.006 -0.015 0.022
H -1.120 0.467 -6.026 0.015 -0.016 0.041
H -2.106 1.342 -4.834 0.018 0.016 -0.023
H 1.405 -1.808 -2.618 0.112 0.006 -0.022
H -1.913 2.302 -2.804 -0.033 0.008 0.001
H -0.295 2.965 -2.464 0.002 0.025 -0.056
H -1.097 2.071 -1.242 0.045 0.002 -0.037
Se 0.200 3.690 0.859 0.065 -0.082 0.051
F 0.451 -7.880 1.416 -0.011 0.030 0.011
C 0.662 -7.229 0.257 -0.015 0.075 -0.002
F 1.952 -7.434 -0.075 -0.027 0.021 0.000
F -0.077 -7.859 -0.680 0.009 0.034 0.010
C 0.330 -5.762 0.342 0.022 -0.123 -0.021
C -0.078 -5.185 1.533 0.013 0.013 -0.027
C -0.354 -3.823 1.531 0.023 -0.029 -0.063
N -0.244 -3.058 0.451 0.075 -0.021 0.034
C 0.146 -3.627 -0.688 -0.066 -0.086 0.102
C 0.444 -4.978 -0.796 0.011 -0.035 0.045
H -0.174 -5.767 2.438 0.001 -0.003 0.007
H -0.672 -3.324 2.440 -0.005 0.005 0.012
H 0.218 -2.977 -1.549 -0.032 0.018 -0.061
H 0.758 -5.396 -1.743 0.001 0.013 -0.013
O 2.517 0.629 0.148 0.691 0.080 0.056
N 2.884 1.107 -1.006 -0.104 -0.124 0.084
C 2.441 2.310 -1.415 0.066 0.159 -0.067
C 2.790 2.776 -2.668 -0.011 -0.021 0.019
C 3.584 2.016 -3.509 -0.003 0.023 -0.015
C 4.031 0.785 -3.053 -0.002 -0.016 0.040
C 3.671 0.354 -1.797 0.068 -0.039 -0.167
H 1.782 2.849 -0.708 -0.016 -0.074 -0.001
H 2.398 3.737 -2.976 0.016 0.011 -0.007
H 3.818 2.356 -4.507 0.002 0.005 -0.013
H 4.628 0.135 -3.676 -0.007 -0.008 -0.013
H 3.941 -0.600 -1.371 -0.008 0.013 0.019
C 3.374 4.795 2.125 -0.163 0.032 0.008
N 2.806 3.855 3.063 0.328 -0.104 0.102
C 2.432 4.100 4.370 -0.037 0.020 -0.030
C 1.732 3.022 4.790 -0.050 0.053 -0.010
N 1.675 2.127 3.745 -0.023 -0.286 0.019
C 2.268 2.685 2.685 -0.311 0.191 -0.134
H 3.747 5.658 2.674 0.015 0.010 -0.021
H 2.569 5.069 1.430 -0.030 0.028 -0.055
H 4.189 4.326 1.575 0.033 0.009 0.000
H 2.695 5.012 4.874 0.019 0.018 0.011
H 1.277 2.812 5.740 -0.024 -0.011 0.009
H 2.411 2.211 1.730 0.136 -0.117 0.003
```
Forces are in eV/Å.

Its HOMO-LUMO gap (alpha / beta) is 3.8 / 3.8 eV. The expectation value of S² is 0.7621. Its total charge is -2. Its spin multiplicity is 2.

These are the Löwdin partial charges, in e, on atoms 1 to 8: 0.082, -0.356, -0.348, 1.016, -0.303, -0.094, -0.103, -0.124